Entry 1:
46
Properties=species:S:1:pos:R:3:forces:R:3:lowdin_charge:R:1 method="wB97M-V/def2-TZVPD" homo_ev=-11.80 e_lumo_ev=-4.022 total_charge=+1 homo_lumo_gap_ev=7.773
C -0.762 -2.409 4.744 0.07 -0.02 0.11 0.00
C -1.177 -1.661 3.392 -0.12 -4.12 -3.27 -0.37
O -1.106 -2.323 2.316 -0.20 3.31 4.52 0.08
N -1.690 -0.270 3.271 2.13 -0.29 -0.56 -0.11
C -0.424 0.579 3.119 1.04 0.28 -0.26 0.01
N -2.299 0.193 4.453 -0.52 0.74 1.14 0.00
C -3.551 -0.535 4.856 -1.61 -0.40 1.02 -0.07
C -4.795 -0.346 3.863 -4.63 0.68 2.15 -0.69
O -5.928 -0.223 4.405 5.44 -0.66 -2.30 0.00
Br -4.723 -0.329 1.891 0.43 -0.07 1.64 0.76
H -0.832 -3.541 4.516 0.03 2.03 0.31 0.12
H -1.413 -2.164 5.653 0.86 -0.31 -1.28 0.08
H 0.324 -2.194 5.048 -1.54 -0.14 -0.63 0.11
H -0.511 1.583 3.687 -0.09 -1.50 -1.13 0.12
H 0.419 -0.005 3.627 -0.81 1.01 -0.78 0.11
H -0.169 0.749 2.007 -0.60 -0.29 1.95 0.10
H -2.586 1.183 4.262 0.24 -0.81 0.04 0.20
H -1.591 0.274 5.227 -0.81 -0.34 -0.18 0.20
H -3.870 -0.089 5.876 0.38 -0.64 -1.81 0.17
H -3.422 -1.655 5.034 0.25 1.58 -0.55 0.15
O 0.547 2.114 -2.738 -2.97 -2.67 -1.89 -0.23
P 1.122 0.715 -2.983 8.12 2.79 3.80 0.71
O 1.582 0.419 -1.420 -0.71 -0.34 -0.01 -0.22
C 0.589 0.016 -0.494 -0.09 -0.17 -0.15 -0.32
C 0.141 -1.414 -0.734 -0.14 -0.17 0.02 -0.07
O 2.597 1.231 -3.551 -0.97 -0.57 -0.80 -0.23
C 2.719 2.510 -4.169 0.06 0.48 0.06 -0.30
C 3.159 3.559 -3.162 0.18 0.03 0.14 -0.07
O 1.672 -0.868 -3.348 -3.55 0.99 -0.71 -0.21
C 1.197 -1.412 -4.584 0.09 -0.41 -0.67 -0.30
C 1.700 -0.643 -5.791 0.12 0.15 -0.11 -0.08
H -0.266 0.703 -0.543 -0.01 0.04 0.05 0.11
H 1.024 0.099 0.505 0.25 0.04 -0.10 0.09
H -0.392 -1.502 -1.685 -0.01 -0.02 0.08 0.07
H -0.527 -1.751 0.063 0.04 0.04 -0.11 0.05
H 1.002 -2.086 -0.782 -0.06 0.11 0.03 0.09
H 1.784 2.793 -4.661 0.06 0.02 0.18 0.10
H 3.473 2.425 -4.957 -0.02 -0.20 0.11 0.12
H 2.580 3.515 -2.237 -0.16 -0.02 -0.21 0.07
H 3.065 4.561 -3.586 0.03 -0.05 0.01 0.08
H 4.203 3.398 -2.882 -0.04 0.02 -0.08 0.08
H 0.103 -1.431 -4.570 0.03 -0.18 -0.08 0.11
H 1.548 -2.445 -4.637 0.00 0.10 0.21 0.12
H 1.267 0.361 -5.830 0.00 -0.01 -0.06 0.07
H 1.434 -1.158 -6.717 -0.04 0.01 0.13 0.09
H 2.787 -0.527 -5.755 -0.15 -0.06 0.04 0.09

---

Entry 2:
46
Properties=species:S:1:pos:R:3:forces:R:3:lowdin_charge:R:1 method="wB97M-V/def2-TZVPD" homo_ev="-2.24 / -5.16" multiplicity=3 e_lumo_ev="2.538 / 2.477" total_charge=-1 homo_lumo_gap_ev="4.779 / 7.633"
Ti 0.179 0.309 -0.161 -0.09 -0.03 -0.08 0.75
N -0.377 2.256 1.006 -0.02 0.12 0.06 -0.06
C 0.834 3.101 0.942 0.00 -0.03 0.01 -0.17
C 2.081 2.255 1.227 0.00 0.00 -0.01 -0.58
O 3.016 2.743 1.877 -0.01 -0.01 -0.01 -0.03
N 1.972 1.033 0.718 0.02 -0.02 0.05 -0.09
C 2.972 0.054 1.076 0.00 0.03 -0.07 -0.15
C 2.386 -1.353 0.955 -0.07 -0.07 0.01 -0.62
O 3.119 -2.338 1.026 0.00 0.04 0.01 0.00
O 1.102 -1.414 0.770 0.10 0.04 0.00 -0.19
H -0.649 2.126 1.974 0.01 -0.02 0.00 0.09
H -1.146 2.696 0.512 0.00 -0.03 -0.02 0.06
H 0.903 3.498 -0.072 -0.01 0.00 0.00 0.11
H 0.812 3.936 1.645 0.01 0.00 0.00 0.10
H 3.858 0.098 0.434 0.01 -0.01 0.02 0.12
H 3.334 0.194 2.101 0.00 -0.01 0.01 0.12
N -1.881 -0.756 0.196 -0.02 -0.01 0.04 -0.04
C -1.954 -1.996 -0.592 0.04 0.02 -0.02 -0.24
C -1.409 -1.735 -1.986 0.01 -0.01 0.02 -0.25
N -0.018 -1.275 -1.890 -0.01 -0.07 -0.04 -0.04
H -2.062 -0.942 1.174 -0.01 0.00 0.00 0.09
H -2.558 -0.078 -0.140 0.00 0.00 -0.01 0.07
H -2.973 -2.393 -0.664 -0.01 0.01 -0.01 0.11
H -1.338 -2.747 -0.097 0.00 0.00 0.00 0.10
H -1.989 -0.939 -2.457 0.00 0.00 -0.01 0.09
H -1.511 -2.644 -2.589 0.00 0.00 0.01 0.11
H 0.271 -0.852 -2.763 -0.01 0.03 0.01 0.08
H 0.589 -2.068 -1.686 0.00 0.00 0.00 0.06
O 0.968 -3.828 -0.460 -0.03 0.00 -0.01 -0.11
H 0.907 -3.035 0.126 0.03 0.01 0.01 -0.01
H 1.896 -4.056 -0.322 0.01 0.00 0.01 0.03
C -2.443 2.969 -5.252 0.00 0.00 0.00 -0.20
Si -3.040 2.893 -3.471 -0.01 -0.01 -0.02 0.36
C -4.678 1.964 -3.459 0.00 0.01 0.00 -0.21
C -3.372 4.650 -2.889 0.00 0.00 0.00 -0.20
C -1.835 2.078 -2.408 0.01 0.02 0.02 -0.27
C -0.980 1.528 -1.705 0.02 -0.02 -0.01 -0.20
H -3.177 3.459 -5.897 0.00 0.00 0.00 0.02
H -2.264 1.964 -5.639 0.00 0.00 0.00 0.02
H -1.503 3.521 -5.318 0.00 0.00 0.00 0.02
H -5.414 2.444 -4.110 0.00 0.00 0.00 0.02
H -5.090 1.924 -2.448 0.00 0.00 0.00 0.02
H -4.540 0.936 -3.803 0.00 0.00 0.00 0.02
H -4.100 5.151 -3.533 0.00 0.00 0.00 0.02
H -2.451 5.235 -2.891 0.00 0.00 0.00 0.02
H -3.763 4.648 -1.870 0.00 0.00 0.00 0.02

---

Entry 3:
38
Properties=species:S:1:pos:R:3:forces:R:3:lowdin_charge:R:1 method="wB97M-V/def2-TZVPD" homo_ev=-6.84 e_lumo_ev=0.701 smiles="C/C=[Si](/NC)C(C)(C)C.C=C(C)C" homo_lumo_gap_ev=7.539
C 0.039 1.250 2.903 5.46 -3.00 1.90 -0.20
C 0.309 -0.103 2.206 -1.54 -0.94 -2.82 -0.30
Si -0.556 -0.554 0.693 0.45 0.01 1.07 0.76
N -0.448 -2.067 -0.141 -0.21 1.10 3.87 -0.17
C -0.113 -3.332 0.516 4.07 0.90 -1.06 -0.16
C -1.906 0.420 -0.284 1.38 1.93 -1.10 -0.60
C -1.405 1.861 -0.483 2.43 1.41 0.01 -0.13
C -2.181 0.046 -1.762 0.88 0.02 -1.07 -0.12
C -3.187 0.448 0.530 0.58 1.17 1.53 -0.11
H -0.101 0.907 3.904 -0.62 0.34 1.15 0.04
H -0.772 1.715 2.580 -3.44 2.20 -1.56 -0.01
H 0.945 1.949 3.034 -1.16 -0.85 -0.82 0.09
H 0.822 -1.012 2.625 -0.24 1.48 0.03 0.02
H -0.558 -1.941 -1.101 -0.17 -0.86 -1.69 0.03
H 0.964 -3.597 0.125 -1.83 -0.10 1.02 0.10
H -0.082 -3.402 1.625 -0.07 1.10 -0.69 0.08
H -0.755 -4.083 0.242 -1.61 -1.92 -0.98 0.03
H -2.145 2.526 -0.151 -0.97 1.16 0.97 0.05
H -0.417 2.132 0.021 -1.32 -0.37 -0.35 0.07
H -1.268 2.236 -1.530 0.05 -0.95 0.58 0.09
H -1.286 0.294 -2.519 -2.02 -0.70 1.87 0.12
H -3.110 0.502 -2.154 0.60 0.62 0.32 0.09
H -2.472 -0.966 -1.834 0.15 -1.66 -0.30 0.04
H -3.131 0.719 1.632 0.49 -0.63 -1.22 0.11
H -3.948 1.107 0.179 -0.29 1.03 -0.86 0.07
H -3.625 -0.470 0.396 -1.17 -2.61 0.37 0.04
C 2.324 1.560 -0.099 1.33 -1.47 -0.19 0.01
C 2.512 0.424 -0.763 -1.78 0.36 -1.40 -0.43
C 3.292 -0.780 -0.341 -1.91 1.74 1.50 -0.06
C 1.827 0.226 -2.146 2.44 0.53 -1.37 -0.08
H 2.822 1.756 0.832 -0.09 0.10 0.35 0.07
H 1.810 2.304 -0.612 -0.93 1.45 -0.38 0.04
H 3.573 -0.584 0.709 0.76 -0.44 -0.69 0.09
H 2.554 -1.573 -0.325 0.33 -0.68 -0.27 0.06
H 3.995 -0.795 -1.129 1.49 -1.09 -0.25 0.07
H 2.632 0.255 -3.037 -1.70 0.08 1.92 0.13
H 0.979 0.826 -2.435 0.17 1.34 0.28 0.04
H 1.343 -0.704 -2.270 0.02 -1.80 0.32 0.03

---

Entry 4:
40
Properties=species:S:1:pos:R:3:forces:R:3:lowdin_charge:R:1 method="wB97M-V/def2-TZVPD" homo_ev=-9.37 e_lumo_ev=0.845 smiles="CCOC(OCC)P(=O)(C(C)C)C(C)C" homo_lumo_gap_ev=10.217
C -0.861 -3.577 0.464 -0.15 0.34 -0.16 -0.07
C -1.862 -2.501 0.067 -0.09 -0.39 0.15 -0.25
O -1.263 -1.391 -0.579 -0.03 0.20 -0.11 -0.13
C -0.592 -0.469 0.228 0.46 -0.19 0.07 -0.44
O -1.110 0.810 0.083 -0.03 0.17 -0.09 -0.15
C -2.434 0.970 0.572 -0.27 0.07 0.07 -0.25
C -2.816 2.435 0.450 0.22 -0.41 0.01 -0.06
P 1.213 -0.466 -0.300 -0.01 1.53 0.10 0.81
O 1.707 -1.845 -0.405 0.35 -1.05 -0.04 -0.32
C 1.346 0.419 -1.924 -0.09 -0.29 0.49 -0.45
C 0.423 -0.301 -2.899 0.07 -0.13 -0.03 -0.11
C 1.089 1.917 -1.901 0.08 -0.05 0.05 -0.10
C 2.146 0.516 0.987 -0.29 -0.33 -0.41 -0.45
C 1.374 1.672 1.608 0.07 0.05 -0.17 -0.11
C 2.619 -0.465 2.053 0.13 -0.11 -0.18 -0.12
H -0.288 -3.882 -0.406 0.10 -0.05 -0.04 0.08
H -1.388 -4.435 0.874 -0.07 -0.11 0.07 0.07
H -0.161 -3.200 1.205 0.10 -0.03 0.07 0.07
H -2.566 -2.896 -0.671 -0.01 0.04 0.16 0.12
H -2.429 -2.163 0.949 0.00 0.02 -0.13 0.12
H -0.642 -0.794 1.289 -0.01 0.05 -0.15 0.14
H -2.474 0.645 1.624 0.02 -0.01 -0.12 0.13
H -3.122 0.343 -0.011 0.11 0.03 0.11 0.12
H -3.825 2.586 0.824 -0.10 0.06 0.02 0.08
H -2.126 3.048 1.024 0.03 0.10 0.06 0.08
H -2.772 2.744 -0.590 -0.03 0.07 -0.11 0.08
H 2.389 0.222 -2.212 -0.10 -0.01 0.12 0.12
H -0.616 -0.110 -2.642 -0.11 0.01 -0.07 0.07
H 0.594 -1.375 -2.844 -0.07 -0.07 -0.11 0.07
H 0.604 0.034 -3.920 0.02 0.06 -0.06 0.08
H 1.148 2.309 -2.916 0.02 0.06 -0.06 0.08
H 0.098 2.119 -1.506 -0.07 0.13 -0.01 0.06
H 1.829 2.435 -1.295 0.03 0.14 0.06 0.07
H 3.023 0.904 0.453 -0.07 -0.02 -0.03 0.12
H 2.040 2.260 2.239 0.02 0.04 0.07 0.08
H 0.563 1.297 2.228 -0.11 0.00 0.08 0.08
H 0.945 2.319 0.850 -0.08 0.15 0.02 0.06
H 3.294 0.024 2.754 0.01 0.08 0.08 0.08
H 1.770 -0.859 2.609 -0.05 -0.06 0.11 0.08
H 3.136 -1.301 1.588 0.02 -0.09 0.09 0.07

---

Entry 5:
50
Properties=species:S:1:pos:R:3:forces:R:3:lowdin_charge:R:1 method="wB97M-V/def2-TZVPD" homo_ev=-5.24 e_lumo_ev=2.334 total_charge=-1 homo_lumo_gap_ev=7.577
C 0.248 3.931 -3.545 0.13 0.07 0.00 -0.10
C -0.857 3.031 -2.996 -0.15 -0.09 0.04 -0.30
C -0.380 2.025 -1.960 0.19 0.11 0.13 -0.61
Br -1.951 1.246 -1.045 -0.08 0.05 -0.04 0.74
C 0.447 0.847 -2.468 0.02 -0.27 -0.23 -0.41
C 1.228 0.127 -1.348 -0.21 -0.06 0.08 -0.22
O 2.454 -0.235 -1.921 0.08 0.12 0.04 -0.13
B 2.747 0.933 -2.765 -0.25 0.07 -0.08 -1.12
Br 4.077 0.426 -4.271 0.08 -0.08 -0.06 0.45
O 1.434 1.266 -3.371 0.14 0.12 0.27 -0.09
H 0.894 3.402 -4.240 -0.04 -0.02 0.03 0.07
H -0.192 4.798 -4.045 -0.01 -0.03 -0.01 0.06
H 0.892 4.303 -2.743 -0.07 -0.02 0.01 0.08
H -1.359 2.492 -3.804 0.03 0.03 -0.02 0.11
H -1.615 3.656 -2.515 -0.01 -0.04 -0.03 0.08
H 0.141 2.535 -1.148 0.09 0.03 -0.10 0.10
H -0.236 0.139 -2.959 -0.01 0.08 -0.11 0.13
H 1.375 0.834 -0.513 -0.05 -0.07 0.06 0.11
H 0.726 -0.768 -0.970 -0.11 0.06 0.02 0.12
H 3.238 1.859 -2.140 0.07 -0.03 -0.08 0.07
O -4.701 -1.799 2.058 0.04 0.01 0.00 -0.29
S -4.041 -1.870 0.785 -0.06 0.04 0.00 0.56
O -4.514 -1.036 -0.278 0.02 -0.06 0.07 -0.30
O -4.044 -3.392 0.313 -0.04 -0.02 -0.10 -0.27
C -5.319 -4.082 0.323 0.09 -0.01 0.07 -0.25
C -6.207 -3.685 -0.835 0.00 -0.02 0.00 -0.08
C -2.307 -1.685 0.967 -0.01 0.01 0.02 -0.15
H -5.796 -3.903 1.287 -0.01 0.01 -0.01 0.11
H -5.035 -5.131 0.265 -0.02 0.00 0.00 0.12
H -6.514 -2.644 -0.764 -0.01 0.00 0.01 0.07
H -7.097 -4.317 -0.826 -0.01 0.01 -0.02 0.08
H -5.688 -3.825 -1.783 0.00 0.00 0.00 0.08
H -1.962 -2.347 1.756 -0.01 -0.01 -0.01 0.08
H -2.134 -0.641 1.220 0.03 0.00 0.02 0.04
H -1.837 -1.905 0.012 0.01 0.01 0.00 0.07
O 4.154 1.470 1.521 0.07 0.02 0.05 -0.27
S 3.330 0.391 1.975 -0.06 -0.09 -0.10 0.57
O 1.943 0.649 2.229 -0.03 -0.05 0.07 -0.29
O 3.993 -0.220 3.300 -0.06 0.05 0.10 -0.27
C 4.391 0.730 4.317 0.08 -0.08 -0.09 -0.26
C 3.217 1.281 5.097 0.02 -0.01 0.02 -0.08
C 3.489 -1.015 0.942 0.00 0.20 -0.03 -0.10
H 4.969 1.521 3.839 -0.02 0.01 0.00 0.11
H 5.056 0.152 4.956 0.00 0.02 0.02 0.12
H 2.568 1.884 4.465 0.00 0.01 0.00 0.07
H 3.598 1.904 5.908 -0.03 0.01 0.01 0.08
H 2.625 0.472 5.525 0.00 0.00 0.00 0.08
H 4.546 -1.206 0.778 0.01 -0.01 0.01 0.08
H 3.010 -0.744 -0.006 0.19 -0.09 -0.03 0.05
H 2.993 -1.854 1.420 -0.01 0.01 0.01 0.08